C30H78F2N12O10P4 | wB97M-V/def2-TZVPD

Values from the calculation:
Kohn-Sham gap, eV: 8.127
SMILES: CN(C)P(=O)(N(C)C)N(C)C.CN(C)P(=O)(N(C)C)N(C)C.CN(C)P(=O)(N(C)C)N(C)C.CN(C)P(=O)(N(C)C)N(C)C.O=C1OC[C@@H](F)O1.O=C1OC[C@@H](F)O1
Calculated total energy, Ha: -4164.5460
E_HOMO, eV: -7.9
Relative energy (zero: lowest compared OMol25 entry of this formula, charge and spin), kJ/mol: 37.12
2S+1: 1

CARTESIAN COORDINATES (ANGSTROEM)
1 C 6.51 2.91 -2.72
2 N 5.04 3.08 -2.41
3 C 4.40 1.96 -1.72
4 P 4.51 4.64 -1.94
5 O 4.72 4.99 -0.50
6 N 5.33 5.76 -2.93
7 C 5.52 5.45 -4.33
8 C 5.52 7.18 -2.50
9 N 2.89 4.83 -2.43
10 C 2.12 5.88 -1.72
11 C 2.30 4.24 -3.59
12 H 6.74 1.92 -3.12
13 H 7.11 3.03 -1.82
14 H 6.91 3.60 -3.45
15 H 4.20 1.13 -2.39
16 H 3.43 2.34 -1.39
17 H 4.96 1.59 -0.86
18 H 5.32 6.34 -4.92
19 H 6.58 5.20 -4.44
20 H 4.84 4.66 -4.64
21 H 4.56 7.70 -2.56
22 H 5.84 7.29 -1.46
23 H 6.27 7.67 -3.11
24 H 1.14 5.98 -2.20
25 H 1.76 5.69 -0.71
26 H 2.75 6.77 -1.66
27 H 1.32 3.92 -3.23
28 H 2.85 3.36 -3.93
29 H 2.19 5.01 -4.34
30 C 7.07 -9.02 1.81
31 N 6.49 -7.68 1.84
32 C 7.47 -6.74 2.58
33 P 4.78 -7.42 1.95
34 O 4.11 -8.10 3.10
35 N 4.56 -5.72 1.86
36 C 3.62 -5.13 2.83
37 C 5.10 -4.86 0.85
38 N 4.22 -8.00 0.44
39 C 3.00 -8.73 0.39
40 C 4.81 -7.60 -0.82
41 H 7.74 -9.08 2.67
42 H 7.47 -9.17 0.81
43 H 6.41 -9.83 2.12
44 H 7.03 -5.75 2.73
45 H 8.37 -6.69 1.97
46 H 7.87 -7.12 3.51
47 H 3.15 -4.25 2.39
48 H 2.76 -5.76 3.08
49 H 4.15 -4.74 3.70
50 H 4.44 -4.79 -0.01
51 H 5.24 -3.86 1.26
52 H 6.04 -5.27 0.48
53 H 3.05 -9.29 -0.54
54 H 3.02 -9.35 1.28
55 H 2.19 -8.00 0.41
56 H 4.31 -6.67 -1.10
57 H 4.61 -8.37 -1.56
58 H 5.88 -7.41 -0.73
59 C -4.16 3.90 -3.17
60 N -5.43 3.73 -3.86
61 C -6.65 4.29 -3.17
62 P -5.46 3.58 -5.57
63 O -5.31 4.90 -6.26
64 N -4.26 2.36 -5.90
65 C -3.05 2.64 -6.78
66 C -4.19 0.99 -5.27
67 N -6.97 2.81 -5.83
68 C -7.91 3.29 -6.85
69 C -7.24 1.44 -5.38
70 H -4.32 3.79 -2.09
71 H -3.79 4.91 -3.33
72 H -3.47 3.10 -3.45
73 H -6.72 4.07 -2.10
74 H -7.56 3.78 -3.48
75 H -6.78 5.36 -3.33
76 H -3.19 1.98 -7.63
77 H -3.07 3.67 -7.12
78 H -2.12 2.26 -6.35
79 H -4.66 0.19 -5.85
80 H -3.20 0.57 -5.08
81 H -4.80 0.89 -4.37
82 H -7.52 4.27 -7.10
83 H -7.84 2.62 -7.71
84 H -8.89 3.43 -6.39
85 H -7.00 1.30 -4.32
86 H -6.70 0.71 -5.98
87 H -8.27 1.11 -5.48
88 C -0.12 2.73 6.96
89 N -0.16 1.56 6.17
90 C 0.86 0.57 6.49
91 P -1.33 1.27 4.93
92 O -1.35 -0.13 4.48
93 N -2.76 1.84 5.73
94 C -3.72 0.84 6.21
95 C -3.21 3.23 5.92
96 N -1.06 2.42 3.60
97 C -2.15 2.70 2.72
98 C 0.31 2.37 2.94
99 H 0.88 3.13 7.12
100 H -0.57 2.58 7.94
101 H -0.70 3.50 6.44
102 H 1.11 0.61 7.55
103 H 1.77 0.66 5.89
104 H 0.44 -0.41 6.25
105 H -3.38 -0.20 6.22
106 H -4.07 1.16 7.19
107 H -4.51 0.95 5.47
108 H -3.13 3.52 6.97
109 H -2.45 3.73 5.32
110 H -4.19 3.33 5.45
111 H -1.79 3.31 1.89
112 H -2.63 1.83 2.25
113 H -2.84 3.42 3.16
114 H 1.06 2.71 3.65
115 H 0.32 2.92 2.00
116 H 0.68 1.36 2.76
117 O 0.22 -0.41 -2.85
118 C -0.20 -1.12 -1.99
119 O -1.44 -1.41 -1.81
120 C -1.65 -2.03 -0.49
121 C -0.21 -2.46 -0.23
122 F 0.01 -3.78 -0.37
123 O 0.64 -1.70 -1.07
124 H -1.84 -1.24 0.23
125 H -2.42 -2.79 -0.46
126 H 0.03 -2.31 0.83
127 O -5.10 -5.19 2.62
128 C -5.97 -5.12 3.47
129 O -6.72 -6.11 3.92
130 C -7.77 -5.60 4.78
131 C -7.30 -4.20 5.11
132 F -6.66 -4.36 6.30
133 O -6.43 -3.95 3.99
134 H -8.67 -5.59 4.17
135 H -7.84 -6.21 5.68
136 H -8.13 -3.57 5.41

Löwdin population analysis, charges in e, atoms 1 to 99:
1. C -0.085
2. N -0.295
3. C -0.124
4. P 0.578
5. O -0.311
6. N -0.310
7. C -0.137
8. C -0.089
9. N -0.322
10. C -0.090
11. C -0.138
12. H 0.081
13. H 0.081
14. H 0.043
15. H 0.081
16. H 0.071
17. H 0.083
18. H 0.082
19. H 0.065
20. H 0.071
21. H 0.062
22. H 0.074
23. H 0.077
24. H 0.079
25. H 0.073
26. H 0.062
27. H 0.081
28. H 0.077
29. H 0.082
30. C -0.126
31. N -0.298
32. C -0.091
33. P 0.616
34. O -0.302
35. N -0.314
36. C -0.109
37. C -0.140
38. N -0.341
39. C -0.121
40. C -0.119
41. H 0.073
42. H 0.081
43. H 0.079
44. H 0.063
45. H 0.074
46. H 0.069
47. H 0.071
48. H 0.077
49. H 0.078
50. H 0.071
51. H 0.087
52. H 0.072
53. H 0.080
54. H 0.075
55. H 0.084
56. H 0.066
57. H 0.079
58. H 0.072
59. C -0.119
60. N -0.303
61. C -0.097
62. P 0.599
63. O -0.307
64. N -0.273
65. C -0.088
66. C -0.124
67. N -0.320
68. C -0.102
69. C -0.129
70. H 0.072
71. H 0.080
72. H 0.068
73. H 0.071
74. H 0.059
75. H 0.076
76. H 0.068
77. H 0.069
78. H 0.069
79. H 0.058
80. H 0.076
81. H 0.059
82. H 0.063
83. H 0.082
84. H 0.081
85. H 0.071
86. H 0.062
87. H 0.081
88. C -0.147
89. N -0.321
90. C -0.115
91. P 0.644
92. O -0.300
93. N -0.329
94. C -0.106
95. C -0.121
96. N -0.295
97. C -0.160
98. C -0.080
99. H 0.088